The following is a DFT calculation (ωB97M-V with the def2-TZVPD basis set) of 10 unconnected molecules or ions with the total composition C35H52BrClNO30P at a distorted geometry.

Last column: Mulliken charge in e.
Cartesian coordinates (Å):
C1 -0.317 5.992 1.019  0.1052
C2 0.523 6.674 2.208  -0.4204
C3 1.338 5.607 3.107  -0.2706
C4 2.403 4.803 2.172  -0.8147
N1 2.165 3.321 2.205  0.8453
C5 3.116 2.611 3.060  -0.0565
O1 4.312 2.408 2.825  -0.4801
O2 2.584 2.124 4.303  -0.3349
C6 2.082 0.782 4.125  0.1289
Cl1 2.346 -0.172 5.674  -0.2193
C7 0.534 0.701 3.720  -0.0922
C8 -0.221 1.947 4.414  -0.5575
P1 2.011 2.586 0.613  0.2935
O3 0.389 2.973 0.148  -0.4716
Br1 3.451 3.516 -0.887  -0.3376
H1 -0.941 5.156 1.490  0.2256
H2 -0.985 6.759 0.485  -0.4580
H3 0.378 5.582 0.199  0.1277
H4 -0.175 7.269 2.889  0.0508
H5 1.326 7.328 1.714  0.2988
H6 0.642 4.911 3.675  0.1527
H7 1.876 6.236 3.906  0.2616
H8 3.437 5.054 2.574  0.2776
H9 2.319 5.278 1.144  0.4055
H10 2.680 0.281 3.281  0.3729
H11 0.393 0.772 2.582  -0.0465
H12 0.023 -0.251 4.075  0.2766
H13 0.031 2.858 3.760  -0.2371
H14 -1.354 1.848 4.401  0.3808
H15 0.199 2.183 5.453  0.2627
H16 0.007 2.091 -0.081  0.3410
O4 7.723 4.524 -4.424  -0.5376
C9 7.570 3.840 -3.456  0.6542
O5 7.531 2.478 -3.476  -0.3599
C10 7.565 2.038 -2.122  -0.3625
C11 7.034 3.222 -1.371  0.5389
O6 7.412 4.320 -2.194  -0.3283
H17 6.949 1.148 -1.987  0.3137
H18 8.598 1.800 -1.854  0.2974
H19 5.944 3.205 -1.281  -0.5435
H20 7.470 3.314 -0.376  0.3422
O7 -1.646 -0.498 2.204  -0.5787
C12 -1.303 -1.647 2.200  0.6129
O8 -0.720 -2.270 1.140  -0.2818
C13 -0.260 -3.537 1.598  -0.2727
C14 -1.137 -3.805 2.782  0.0024
O9 -1.448 -2.493 3.251  -0.3373
H21 -0.367 -4.294 0.821  0.2631
H22 0.797 -3.453 1.869  0.2461
H23 -2.062 -4.310 2.510  0.2084
H24 -0.632 -4.381 3.552  0.1658
O10 -1.282 -6.225 2.636  -0.5439
C15 -1.449 -6.917 3.603  0.6785
O11 -1.491 -8.272 3.579  -0.3443
C16 -1.475 -8.718 4.934  0.3153
C17 -2.013 -7.537 5.681  -0.3490
O12 -1.623 -6.438 4.863  -0.2955
H25 -2.097 -9.612 5.061  -0.2168
H26 -0.445 -8.958 5.215  0.2627
H27 -3.104 -7.551 5.757  0.2712
H28 -1.589 -7.447 6.681  0.2863
O13 -3.163 -10.650 5.965  -0.6100
C18 -3.477 -11.686 5.447  0.6829
O14 -4.370 -12.565 5.968  -0.3352
C19 -4.637 -13.537 4.965  -0.3431
C20 -3.413 -13.473 4.102  -0.3124
O15 -2.981 -12.128 4.262  -0.2755
H29 -4.786 -14.522 5.407  0.2873
H30 -5.545 -13.249 4.427  0.2768
H31 -2.621 -14.143 4.448  0.2648
H32 -3.628 -13.691 3.055  0.2785
O16 3.017 -1.361 -4.184  -0.5652
C21 3.969 -0.741 -4.563  0.6096
O17 3.903 0.485 -5.147  -0.3206
C22 5.235 0.976 -5.240  0.1204
C23 6.059 -0.275 -5.220  -0.3214
O18 5.255 -1.173 -4.465  -0.3325
H33 5.374 1.551 -6.156  0.3285
H34 5.434 1.622 -4.382  -0.0742
H35 6.213 -0.692 -6.220  0.2874
H36 7.030 -0.127 -4.746  0.2363
O19 -2.338 -4.646 -6.063  -0.5165
C24 -1.245 -4.168 -5.966  0.6117
O20 -0.528 -3.674 -7.013  -0.2936
C25 0.600 -2.998 -6.466  -0.2618
C26 0.766 -3.651 -5.129  -0.2666
O21 -0.560 -4.049 -4.799  -0.3286
H37 1.475 -3.124 -7.104  0.2923
H38 0.369 -1.932 -6.386  0.2629
H39 1.401 -4.540 -5.172  0.2406
H40 1.165 -2.968 -4.379  0.2625
O22 -6.110 -4.195 -11.459  -0.5260
C27 -5.156 -4.215 -10.738  0.6056
O23 -4.055 -3.431 -10.899  -0.3450
C28 -3.257 -3.583 -9.731  -0.2114
C29 -3.685 -4.919 -9.203  -0.1280
O24 -5.030 -5.025 -9.653  -0.3313
H41 -2.195 -3.552 -9.978  0.2716
H42 -3.485 -2.767 -9.038  0.2537
H43 -3.103 -5.742 -9.628  0.2364
H44 -3.632 -4.973 -8.115  0.1847
O25 -2.053 9.071 -0.027  -0.5186
C30 -2.793 8.460 -0.742  0.6481
O26 -4.116 8.267 -0.492  -0.3160
C31 -4.687 7.702 -1.666  -0.3414
C32 -3.509 7.062 -2.337  -0.2784
O27 -2.419 7.868 -1.907  -0.2965
H45 -5.465 6.982 -1.412  0.2928
H46 -5.126 8.504 -2.266  0.2723
H47 -3.343 6.034 -2.001  0.2365
H48 -3.593 7.070 -3.425  0.2921
O28 -1.326 8.419 6.773  -0.5299
C33 -1.724 9.114 5.885  0.6133
O29 -2.785 9.960 5.988  -0.3242
C34 -2.797 10.762 4.814  -0.3180
C35 -2.056 9.917 3.821  -0.2437
O30 -1.175 9.159 4.641  -0.2760
H49 -3.820 10.975 4.500  0.2930
H50 -2.286 11.706 5.025  0.2595
H51 -2.715 9.231 3.280  0.2246
H52 -1.499 10.514 3.099  0.2973

Results
DFT total energy ... -191906.271 eV
Gap between HOMO and LUMO ... 9.16 eV
SMILES ... CCCCN(C(=O)O[C@@H](Cl)CC)P(O)Br.O=C1OCCO1.O=C1OCCO1.O=C1OCCO1.O=C1OCCO1.O=C1OCCO1.O=C1OCCO1.O=C1OCCO1.O=C1OCCO1.O=C1OCCO1
M ... 1113.11 g mol⁻¹
Lowest unoccupied orbital energy ... -0.153 eV



The following is a DFT calculation (ωB97M-V with the def2-TZVPD basis set) of a molecular structure, C27H46BrNOP2ReS at a distorted geometry.

Last column: Löwdin spin population.
Cartesian coordinates (Å):
N1 2.221 -7.230 -6.319  0.0165
C1 3.108 -6.241 -6.204  -0.0021
C2 2.827 -5.071 -5.492  0.0078
C3 1.607 -4.936 -4.771  0.0143
C4 0.664 -5.990 -4.993  0.0140
C5 1.024 -7.112 -5.746  -0.0011
C6 1.388 -3.857 -3.814  0.0163
Re1 0.140 -1.971 -1.437  1.4574
P1 -1.222 -0.791 4.765  0.6103
C7 0.471 -3.952 -2.740  0.0686
C8 0.834 -3.896 -1.309  0.0219
C9 -0.296 -3.825 -0.451  0.0063
C10 -0.290 -3.031 0.708  -0.0058
C11 0.604 -1.955 0.785  0.0230
C12 1.818 -2.163 0.116  0.0060
C13 1.930 -3.092 -0.915  0.0570
Br1 0.160 -0.279 1.649  0.0336
H1 2.018 -2.959 -3.911  0.0062
H2 -0.448 -4.526 -2.964  0.0082
H3 3.591 -4.300 -5.471  0.0002
H4 -0.336 -5.960 -4.581  0.0005
H5 4.075 -6.393 -6.701  -0.0003
H6 0.317 -7.936 -5.887  -0.0002
H7 -1.108 -4.507 -0.683  -0.0006
H8 2.831 -3.135 -1.484  0.0039
H9 -1.056 -3.183 1.468  0.0012
H10 2.666 -1.574 0.436  0.0006
P2 -1.961 -0.821 -1.096  0.0799
C14 0.536 -1.174 4.508  0.0973
C15 1.146 -1.893 5.708  0.0176
H11 1.083 -0.238 4.324  0.0027
H12 0.608 -1.806 3.613  0.0158
H13 2.222 -2.005 5.547  -0.0001
H14 0.988 -1.309 6.621  0.0030
H15 0.707 -2.887 5.841  0.0006
C16 -2.228 -2.084 3.967  0.0777
C17 -3.451 -2.332 4.865  0.0229
H16 -1.605 -2.990 3.892  0.0005
H17 -2.524 -1.757 2.960  0.0127
H18 -3.979 -3.236 4.546  0.0010
H19 -3.150 -2.462 5.913  0.0056
H20 -4.155 -1.493 4.822  0.0003
C18 -1.752 0.808 4.044  0.0921
C19 -1.352 1.971 4.949  0.0104
H21 -2.846 0.750 3.904  -0.0004
H22 -1.271 0.921 3.059  0.0208
H23 -1.666 2.916 4.501  -0.0003
H24 -1.822 1.887 5.934  0.0026
H25 -0.266 2.011 5.091  0.0004
C20 -2.526 0.909 -0.912  0.0078
C21 -3.716 1.313 -1.773  0.0039
H26 -1.645 1.541 -1.082  0.0001
H27 -2.783 1.032 0.150  0.0000
H28 -3.445 1.466 -2.822  0.0002
H29 -4.533 0.582 -1.744  0.0003
H30 -4.124 2.254 -1.390  0.0007
C22 -3.031 -1.583 0.224  -0.0022
C23 -3.768 -2.843 -0.161  -0.0004
H31 -3.731 -0.794 0.534  -0.0006
H32 -2.375 -1.741 1.086  0.0011
H33 -4.433 -2.668 -1.013  0.0001
H34 -3.099 -3.671 -0.416  0.0000
H35 -4.390 -3.158 0.683  -0.0002
C24 -2.650 -1.407 -2.668  0.0706
C25 -1.953 -0.743 -3.842  0.0204
H36 -3.718 -1.166 -2.613  0.0131
H37 -2.546 -2.499 -2.715  0.0051
H38 -1.543 -1.507 -4.512  0.0028
H39 -2.670 -0.144 -4.415  0.0012
H40 -1.115 -0.094 -3.547  0.0060
C26 2.643 2.693 -2.124  0.0018
S1 0.975 2.308 -1.619  0.0043
C27 0.199 3.541 -2.644  0.0012
O1 0.650 0.942 -2.220  0.0358
H41 2.824 3.764 -1.986  0.0002
H42 2.738 2.394 -3.171  0.0000
H43 3.317 2.118 -1.485  0.0000
H44 0.447 3.319 -3.683  0.0000
H45 -0.880 3.509 -2.492  0.0000
H46 0.575 4.524 -2.348  0.0001

Results
DFT total energy ... -133820.750 eV
Multiplicity ... 4
Gap between HOMO and LUMO (spin up / spin down) ... 5.69 / 5.22 eV
Charge ... +4
ΔE to the lowest compared entry with this formula, charge and spin ... 6.84 kcal/mol
M ... 760.80 g mol⁻¹
Lowest unoccupied orbital energy (spin up / spin down) ... -13.606 / -14.008 eV



The following is a DFT calculation (ωB97M-V with the def2-TZVPD basis set) of 4 unconnected molecules or ions with the total composition H8O4 at a distorted geometry.

Last column: natural (NBO) charge in e.
Cartesian coordinates (Å):
O1 -1.228 -0.905 0.481  -1.0026
H1 -1.500 0.031 0.341  0.5091
H2 -1.761 -1.201 1.225  0.4749
O2 1.015 -1.690 -1.177  -0.9672
H3 1.290 -2.612 -1.052  0.4638
H4 0.331 -1.597 -0.488  0.4936
O3 -1.302 1.765 0.125  -0.9806
H5 -1.341 2.250 -0.706  0.4842
H6 -0.367 1.694 0.391  0.5112
O4 1.426 1.087 0.450  -0.9644
H7 2.173 1.044 -0.173  0.4871
H8 1.264 0.134 0.585  0.4909

Results
DFT total energy ... -8320.297 eV
Gap between HOMO and LUMO ... 12.01 eV
SMILES ... O.O.O.O
ΔE to the lowest compared entry with this formula, charge and spin ... 8.73 kcal/mol
M ... 72.06 g mol⁻¹
Lowest unoccupied orbital energy ... 0.766 eV



The following is a DFT calculation (ωB97M-V with the def2-TZVPD basis set) of a molecular structure, C23H20ClN5O6RuS at a distorted geometry.

Last column: natural (NBO) charge in e.
Cartesian coordinates (Å):
Ru1 -2.420 -0.425 -0.617  0.7832
O1 -4.264 -2.880 -3.067  -0.6818
Cl1 -3.524 -1.958 -2.314  2.4791
O2 -2.085 -1.971 -2.557  -0.7787
O3 -3.661 -2.172 -0.826  -0.7950
O4 -3.966 -0.548 -2.470  -0.8182
C1 7.160 0.049 -5.450  -0.2713
O5 7.631 0.437 -4.136  -0.3961
C2 6.918 0.144 -3.080  0.4635
C3 5.670 -0.521 -3.142  -0.2481
C4 5.001 -0.790 -1.986  -0.1341
C5 5.557 -0.404 -0.736  0.0212
C6 6.828 0.228 -0.686  -0.0805
C7 7.480 0.522 -1.838  -0.2572
N1 4.977 -0.727 0.450  0.0272
N2 3.839 -1.027 0.763  -0.0699
C8 2.656 -0.507 0.282  0.1718
C9 2.567 0.688 -0.436  -0.2011
C10 1.351 1.207 -0.849  -0.1900
C11 0.179 0.523 -0.563  0.4589
O6 -1.022 0.931 -0.923  -0.4628
C12 0.264 -0.684 0.185  0.0817
N3 -0.934 -1.304 0.424  -0.3469
C13 -0.981 -2.404 1.159  0.1053
C14 0.187 -2.951 1.701  -0.1982
C15 1.399 -2.361 1.453  -0.0912
C16 1.462 -1.197 0.657  -0.0826
H1 7.935 0.351 -6.140  0.2411
H2 6.233 0.567 -5.685  0.2032
H3 7.021 -1.029 -5.498  0.2044
H4 5.253 -0.821 -4.094  0.2476
H5 4.058 -1.322 -2.011  0.2415
H6 7.248 0.484 0.281  0.2640
H7 8.443 1.018 -1.839  0.2715
H8 3.476 1.236 -0.653  0.2503
H9 1.292 2.142 -1.391  0.2672
H10 -1.948 -2.862 1.301  0.2492
H11 0.114 -3.839 2.313  0.2616
H12 2.311 -2.774 1.870  0.2569
N4 -5.906 0.163 -0.473  -0.7504
C17 -5.341 0.714 0.588  0.3849
S1 -3.638 1.134 0.655  -0.0518
N5 -6.121 1.052 1.602  -0.5556
C18 -5.742 1.539 2.921  0.0934
C19 -6.188 2.791 3.304  -0.2164
C20 -5.876 3.264 4.573  -0.1856
C21 -5.127 2.485 5.435  -0.1868
C22 -4.688 1.227 5.036  -0.2112
C23 -5.002 0.746 3.775  -0.1675
H13 -5.387 0.026 -1.319  0.4408
H14 -6.887 -0.075 -0.480  0.4116
H15 -7.114 1.028 1.424  0.4113
H16 -6.769 3.398 2.617  0.2292
H17 -6.216 4.245 4.877  0.2344
H18 -4.893 2.851 6.428  0.2325
H19 -4.116 0.609 5.717  0.2260
H20 -4.694 -0.248 3.465  0.2144

Results
DFT total energy ... -69825.662 eV
Gap between HOMO and LUMO (spin up / spin down) ... 3.93 / 3.92 eV
Charge ... +2
M ... 631.03 g mol⁻¹
Lowest unoccupied orbital energy (spin up / spin down) ... -9.060 / -9.061 eV



The following is a DFT calculation (ωB97M-V with the def2-TZVPD basis set) of a molecular structure, ClZr.

Last column: natural (NBO) charge in e.
Cartesian coordinates (Å):
Zr1 -0.217 0.840 -1.885  2.2819
Cl1 0.217 -0.840 1.885  0.7181

Results
DFT total energy ... -13752.794 eV
Gap between HOMO and LUMO ... 4.39 eV
Charge ... +3
ΔE to the lowest compared entry with this formula, charge and spin ... 118.66 kcal/mol
M ... 126.68 g mol⁻¹
Lowest unoccupied orbital energy ... -21.304 eV



The following is a DFT calculation (ωB97M-V with the def2-TZVPD basis set) of a molecular structure, C47H34N14O8S2Tc at a distorted geometry.

Last column: Löwdin spin population.
Cartesian coordinates (Å):
Tc1 -0.393 -0.385 -1.340  0.8555
C1 -4.434 0.800 -0.363  0.0066
C2 -3.392 0.169 -1.017  0.0061
N1 -2.180 0.133 -0.477  0.0070
C3 -2.008 0.681 0.742  0.0028
C4 -3.061 1.352 1.347  0.0015
N2 -4.263 1.427 0.795  0.0024
C5 -0.699 0.425 1.362  0.0315
C6 -0.248 1.041 2.516  -0.0106
C7 0.992 0.697 3.044  0.0304
C8 1.613 -0.412 2.484  -0.0088
C9 1.105 -1.019 1.353  0.0311
N3 0.041 -0.498 0.698  -0.0026
C10 1.695 -2.290 0.866  0.0007
C11 2.824 -2.890 1.440  0.0051
N4 3.324 -4.029 0.988  -0.0010
C12 2.680 -4.626 -0.012  0.0072
C13 1.533 -4.067 -0.553  -0.0005
N5 1.071 -2.903 -0.129  0.0100
C14 1.636 1.470 4.127  0.0018
C15 1.285 2.791 4.364  0.0057
C16 1.932 3.501 5.364  -0.0009
N6 2.890 2.986 6.129  0.0063
C17 3.234 1.722 5.896  -0.0009
C18 2.649 0.933 4.920  0.0056
H1 -5.426 0.823 -0.793  0.0003
H2 -3.502 -0.282 -1.994  0.0005
H3 -2.934 1.830 2.310  0.0000
H4 -0.859 1.792 2.996  -0.0010
H5 2.514 -0.803 2.925  -0.0010
H6 3.352 -2.451 2.276  0.0003
H7 3.095 -5.559 -0.373  0.0004
H8 0.969 -4.554 -1.343  -0.0001
H9 0.540 3.294 3.772  0.0003
H10 1.668 4.535 5.550  -0.0002
H11 4.022 1.322 6.524  -0.0002
H12 2.976 -0.091 4.806  0.0002
N7 -0.623 -0.002 -3.097  0.0376
C19 -0.391 0.716 -4.214  0.0266
C20 -1.349 0.789 -5.244  -0.0210
C21 -1.109 1.540 -6.376  0.0030
C22 0.084 2.241 -6.521  -0.0312
C23 1.043 2.183 -5.515  0.0046
C24 0.818 1.432 -4.379  -0.0181
H13 -2.284 0.259 -5.113  0.0000
H14 -1.855 1.581 -7.159  0.0009
H15 0.267 2.821 -7.415  -0.0018
H16 1.966 2.739 -5.622  0.0013
H17 1.552 1.381 -3.585  -0.0013
O1 -1.822 2.310 -2.253  -0.0021
C25 -0.803 2.589 -1.638  -0.0001
O2 0.036 1.767 -1.107  -0.0024
C26 -0.486 4.068 -1.522  -0.0006
C27 0.000 4.640 -0.358  -0.0001
C28 0.090 6.028 -0.277  0.0000
C29 -0.259 6.847 -1.331  0.0000
C30 -0.711 6.246 -2.487  0.0000
C31 -0.843 4.877 -2.595  -0.0001
N8 -1.083 7.102 -3.623  0.0000
O3 -1.125 8.300 -3.434  0.0000
O4 -1.322 6.555 -4.679  0.0000
N9 0.553 6.666 0.956  0.0000
O5 0.806 5.945 1.902  0.0000
O6 0.658 7.872 0.968  0.0000
H18 0.290 4.026 0.484  0.0000
H19 -0.185 7.920 -1.253  0.0000
H20 -1.230 4.429 -3.499  0.0000
N10 -2.987 -7.968 4.332  0.0002
C32 -2.939 -6.731 3.724  0.0002
C33 -3.823 -6.415 2.688  -0.0001
C34 -3.801 -5.163 2.104  0.0002
C35 -2.892 -4.211 2.544  0.0001
C36 -2.028 -4.499 3.592  0.0002
C37 -2.049 -5.750 4.176  0.0000
S1 -2.881 -2.597 1.827  0.0009
O7 -4.184 -2.367 1.243  0.0003
O8 -2.420 -1.697 2.855  0.0016
N11 -1.742 -2.572 0.688  0.0057
C38 -1.950 -2.868 -0.576  0.0012
S2 -3.044 -4.118 -1.176  -0.0014
C39 -2.526 -3.812 -2.797  0.0018
C40 -1.603 -2.835 -2.807  0.0031
N12 -1.279 -2.290 -1.580  0.0009
H21 -3.470 -8.708 3.855  0.0000
H22 -2.214 -8.245 4.909  0.0000
H23 -4.541 -7.156 2.357  0.0000
H24 -4.497 -4.904 1.318  0.0000
H25 -1.359 -3.727 3.948  0.0000
H26 -1.388 -5.976 5.005  0.0000
H27 -2.922 -4.370 -3.628  0.0002
H28 -1.127 -2.428 -3.685  0.0010
N13 3.695 -1.640 -2.329  0.0013
C41 2.360 -1.567 -2.519  0.0013
N14 1.800 -0.617 -1.822  -0.0055
C42 2.843 0.015 -1.134  0.0003
C43 2.857 1.136 -0.304  0.0001
C44 4.068 1.521 0.235  0.0001
C45 5.254 0.822 -0.040  -0.0001
C46 5.263 -0.268 -0.885  0.0001
C47 4.042 -0.644 -1.435  -0.0002
H29 4.322 -2.294 -2.763  0.0000
H30 1.828 -2.223 -3.189  -0.0001
H31 1.948 1.688 -0.114  0.0000
H32 4.105 2.386 0.886  0.0000
H33 6.180 1.160 0.404  0.0000
H34 6.176 -0.799 -1.118  0.0000

Results
DFT total energy ... -110397.573 eV
Multiplicity ... 2
Gap between HOMO and LUMO (spin up / spin down) ... 5.85 / 5.97 eV
ΔE to the lowest compared entry with this formula, charge and spin ... 0.00 kcal/mol
M ... 1085.01 g mol⁻¹
Lowest unoccupied orbital energy (spin up / spin down) ... -1.097 / -1.372 eV